1.
A cluster of 2 separate species, C19H35N2O4 in total at a distorted geometry, computed with ωB97M-V/def2-TZVPD.

Each atom is followed by the atoms it is bonded to, with distances in Å.
Geometry (Å):
1 O 0.930 0.663 3.548  C14 1.427, H44 0.964
2 O -4.062 -4.542 -2.641  C10 1.419, C11 1.414
3 O -1.965 -4.351 -0.577  C7 1.419, C12 1.420
4 O 0.064 1.082 -1.092  C8 1.325, C9 1.460
5 N -0.626 -1.153 0.851  C24 1.469, H35 1.013, H59 1.014
6 N 1.762 1.574 0.399  C8 1.363, C17 1.472, C18 1.363
7 C -2.126 -3.449 -1.662  O3 1.419, C11 1.514, H29 1.095, H58 1.096
8 C 1.362 1.181 -0.843  O4 1.325, N6 1.363, C20 1.379
9 C -0.479 2.087 -2.002  O4 1.460, C25 1.519, H37 1.085, H40 1.093
10 C -4.835 -5.301 -1.726  O2 1.419, H36 1.095, H38 1.088, H47 1.092
11 C -3.569 -3.331 -2.102  O2 1.414, C7 1.514, H54 1.095, H56 1.095
12 C -1.523 -5.640 -0.973  O3 1.420, H32 1.091, H45 1.088, H55 1.095
13 C 3.644 1.062 -1.538  C20 1.377, C22 1.389, H52 1.081
14 C 0.288 0.655 2.274  O1 1.427, C17 1.549, C24 1.521, H51 1.096
15 C 5.314 1.921 3.762  C16 1.369, H28 1.087, H34 1.090
16 C 4.823 1.563 2.535  C15 1.369, C23 1.511, H46 1.087
17 C 0.721 1.858 1.399  N6 1.472, C14 1.549, H26 1.087, H27 1.082
18 C 3.085 1.717 0.696  N6 1.363, C22 1.374, C23 1.507
19 C -1.706 4.026 -0.775  C21 1.534, C25 1.551, H39 1.093, H57 1.088
20 C 2.303 0.916 -1.816  C8 1.379, C13 1.377, H33 1.080
21 C -2.517 2.989 0.011  C19 1.534, H30 1.091, H41 1.091, H42 1.089
22 C 4.031 1.471 -0.268  C13 1.389, C18 1.374, H43 1.079
23 C 3.523 2.173 2.065  C16 1.511, C18 1.507, H48 1.104, H49 1.081
24 C 0.510 -0.728 1.681  N5 1.469, C14 1.521, H31 1.092, H53 1.095
25 C -0.429 3.517 -1.494  C9 1.519, C19 1.551, H50 1.092, H60 1.092
26 H 1.034 2.660 2.063  C17 1.087
27 H -0.149 2.232 0.875  C17 1.082
28 H 5.398 1.213 4.583  C15 1.087
29 H -1.493 -3.742 -2.506  C7 1.095
30 H -2.088 2.758 0.987  C21 1.091
31 H 1.441 -0.833 1.120  C24 1.092
32 H -2.058 -5.998 -1.854  C12 1.091
33 H 1.961 0.596 -2.789  C20 1.080
34 H 5.608 2.946 3.986  C15 1.090
35 H -1.488 -1.025 1.367  N5 1.013
36 H -5.842 -4.881 -1.639  C10 1.095
37 H -1.484 1.756 -2.245  C9 1.085
38 H -4.910 -6.313 -2.120  C10 1.088
39 H -1.376 4.769 -0.045  C19 1.093
40 H 0.097 2.021 -2.929  C9 1.093
41 H -3.492 3.424 0.233  C21 1.091
42 H -2.715 2.067 -0.534  C21 1.089
43 H 5.076 1.588 -0.026  C22 1.079
44 H 0.884 1.559 3.900  O1 0.964
45 H -1.713 -6.322 -0.146  C12 1.088
46 H 5.400 0.895 1.900  C16 1.087
47 H -4.372 -5.340 -0.738  C10 1.092
48 H 3.588 3.273 2.006  C23 1.104
49 H 2.774 1.939 2.809  C23 1.081
50 H 0.436 3.710 -0.856  C25 1.092
51 H -0.789 0.749 2.455  C14 1.096
52 H 4.378 0.860 -2.306  C13 1.081
53 H 0.601 -1.400 2.541  C24 1.095
54 H -3.629 -2.578 -2.895  C11 1.095
55 H -0.448 -5.629 -1.182  C12 1.095
56 H -4.196 -2.995 -1.269  C11 1.095
57 H -2.364 4.559 -1.459  C19 1.088
58 H -1.786 -2.468 -1.311  C7 1.096
59 H -0.516 -2.149 0.691  N5 1.014
60 H -0.292 4.143 -2.377  C25 1.092

## Properties
Gap between HOMO and LUMO ... 0.271 Eh
Calculated total energy ... -31430.085 eV
LUMO ... -3.639 eV
Largest force on an atom ... 0.03910 Eh/bohr
E_HOMO ... -0.40431 Eh
Multiplicity ... 1
Energy above the lowest of the compared OMol25 structures with the same formula, charge and spin ... 268.9 kJ/mol
Total charge ... +1

Atomic partial charges in e from the natural (NBO) method, atoms 1 to 2: -0.699, -0.548

2.
A cluster of 2 separate species, C19H35N3O2S in total at a distorted geometry, computed with ωB97M-V/def2-TZVPD.

Each atom is followed by the atoms it is bonded to, with distances in Å.
Geometry (Å):
1 S 7.176 -2.099 1.677  C12 1.825, H32 1.339
2 O -5.805 2.816 -2.151  C18 1.214
3 O -2.246 -0.620 -2.963  C15 1.408, C20 1.400
4 N 5.751 0.271 -0.609  C8 1.175
5 N -6.500 3.272 -4.262  C16 1.453, C17 1.449, C18 1.345
6 N 7.868 -0.505 4.895  C9 1.165
7 C -1.077 -2.874 0.043  C10 1.525, C23 1.528, H27 1.086, H54 1.084
8 C 5.963 0.400 0.540  N4 1.175, C24 1.457
9 C 7.636 -0.440 3.755  N6 1.165, C12 1.449
10 C -2.046 -1.721 -0.198  C7 1.525, C13 1.524, H35 1.086, H39 1.083
11 C 0.034 -1.595 2.009  C23 1.520, C25 1.553, H30 1.082, H53 1.081
12 C 7.414 -0.409 2.323  S1 1.825, C9 1.449, C24 1.539, H33 1.082
13 C -1.414 -0.413 -0.658  C10 1.524, C20 1.521, H44 1.086, H47 1.083
14 C 4.948 0.109 2.795  C21 1.517, C24 1.540, H29 1.084, H31 1.084
15 C -3.243 0.367 -2.832  O3 1.408, H40 1.083, H48 1.085, H59 1.086
16 C -7.898 3.289 -3.865  N5 1.453, H34 1.090, H38 1.087, H55 1.090
17 C -6.152 3.515 -5.648  N5 1.449, H41 1.088, H51 1.092, H56 1.092
18 C -5.568 3.029 -3.322  O2 1.214, N5 1.345, H37 1.104
19 C 2.443 0.109 2.978  C21 1.524, C22 1.534, H28 1.084, H52 1.084
20 C -1.129 -0.387 -2.151  O3 1.400, C13 1.521, H46 1.084, H60 1.092
21 C 3.641 0.384 2.076  C14 1.517, C19 1.524, H36 1.083, H50 1.087
22 C 2.259 -1.386 3.266  C19 1.534, C25 1.519, H43 1.090, H57 1.086
23 C -0.417 -2.922 1.420  C7 1.528, C11 1.520, H49 1.085, H58 1.087
24 C 6.201 0.472 1.976  C8 1.457, C12 1.539, C14 1.540, H45 1.085
25 C 0.810 -1.836 3.333  C11 1.553, C22 1.519, H26 1.085, H42 1.085
26 H 0.299 -1.370 4.170  C25 1.085
27 H -1.654 -3.790 -0.055  C7 1.086
28 H 1.567 0.499 2.471  C19 1.084
29 H 5.008 -0.922 3.126  C14 1.084
30 H 0.699 -1.065 1.341  C11 1.082
31 H 4.962 0.746 3.672  C14 1.084
32 H 8.425 -2.564 1.811  S1 1.339
33 H 8.295 0.010 1.856  C12 1.082
34 H -8.178 2.325 -3.439  C16 1.090
35 H -2.714 -2.029 -0.998  C10 1.086
36 H 3.550 -0.233 1.191  C21 1.083
37 H -4.539 3.038 -3.721  C18 1.104
38 H -8.518 3.497 -4.732  C16 1.087
39 H -2.689 -1.553 0.658  C10 1.083
40 H -3.725 0.527 -3.789  C15 1.083
41 H -5.072 3.466 -5.773  C17 1.088
42 H 0.816 -2.903 3.529  C25 1.085
43 H 2.750 -1.963 2.483  C22 1.090
44 H -2.087 0.398 -0.400  C13 1.086
45 H 6.487 1.496 2.189  C24 1.085
46 H -0.385 -1.143 -2.372  C20 1.084
47 H -0.482 -0.187 -0.155  C13 1.083
48 H -4.008 0.034 -2.138  C15 1.085
49 H -1.050 -3.412 2.152  C23 1.085
50 H 3.624 1.436 1.802  C21 1.087
51 H -6.613 2.763 -6.291  C17 1.092
52 H 2.563 0.650 3.910  C19 1.084
53 H -0.809 -0.964 2.255  C11 1.081
54 H -0.341 -2.918 -0.751  C7 1.084
55 H -8.063 4.055 -3.107  C16 1.090
56 H -6.497 4.503 -5.957  C17 1.092
57 H 2.764 -1.617 4.198  C22 1.086
58 H 0.479 -3.532 1.332  C23 1.087
59 H -2.851 1.325 -2.504  C15 1.086
60 H -0.661 0.570 -2.391  C20 1.092

## Properties
Gap between HOMO and LUMO ... 0.363 Eh
Calculated total energy ... -39669.800 eV
SMILES ... COCCCCCCCCCCC[C@H](C#N)[C@H](S)C#N.CN(C)C=O
LUMO ... 0.420 eV
Largest force on an atom ... 0.07120 Eh/bohr
E_HOMO ... -0.34772 Eh
Multiplicity ... 1
Energy above the lowest of the compared OMol25 structures with the same formula, charge and spin ... 0.0 kJ/mol
Total charge ... 0

Atomic partial charges in e from the natural (NBO) method, atoms 1 to 2: 0.024, -0.623

3.
An isolated molecule of C19H35NO3, computed with ωB97M-V/def2-TZVPD.

Each atom is followed by the atoms it is bonded to, with distances in Å.
Geometry (Å):
1 O -0.565 -0.013 1.142  C9 1.411, C20 1.405
2 O 1.419 0.409 0.150  C9 1.423, C11 1.418
3 O 4.088 -4.830 2.224  C18 1.409, C22 1.407
4 N 2.943 -2.969 0.435  C12 1.450, C13 1.443, C17 1.452
5 C -3.197 4.626 -1.456  C14 1.541, C15 1.534, H47 1.090, H52 1.092
6 C -0.078 2.243 0.478  C9 1.537, C10 1.522, H32 1.091, H57 1.091
7 C -2.757 0.228 -2.559  C16 1.532, C23 1.533, H42 1.093, H58 1.093
8 C -0.543 0.421 -1.281  C9 1.554, C23 1.535, H40 1.089, H45 1.092
9 C 0.038 0.753 0.122  O1 1.411, O2 1.423, C6 1.537, C8 1.554
10 C -1.519 2.731 0.413  C6 1.522, C21 1.526, H24 1.091, H54 1.083
11 C 1.580 -0.845 0.792  O2 1.418, C13 1.544, C20 1.540, H53 1.098
12 C 2.105 -3.879 1.193  N4 1.450, C22 1.531, H31 1.091, H41 1.103
13 C 2.256 -1.852 -0.165  N4 1.443, C11 1.544, H26 1.093, H29 1.095
14 C -3.089 4.653 0.081  C5 1.541, C21 1.533, H46 1.092, H55 1.091
15 C -4.349 3.776 -2.007  C5 1.534, C19 1.533, H44 1.093, H56 1.093
16 C -3.088 1.704 -2.807  C7 1.532, C19 1.531, H36 1.093, H38 1.090
17 C 4.126 -2.629 1.205  N4 1.452, C18 1.530, H34 1.103, H43 1.091
18 C 4.889 -3.922 1.504  O3 1.409, C17 1.530, H27 1.100, H49 1.091
19 C -4.171 2.260 -1.879  C15 1.533, C16 1.531, H33 1.089, H50 1.093
20 C 0.151 -1.218 1.230  O1 1.405, C11 1.540, H35 1.100, H48 1.091
21 C -1.706 4.234 0.593  C10 1.526, C14 1.533, H28 1.092, H39 1.092
22 C 2.920 -5.138 1.503  O3 1.407, C12 1.531, H25 1.091, H51 1.100
23 C -1.997 -0.067 -1.261  C7 1.533, C8 1.535, H30 1.093, H37 1.088
24 H -2.103 2.198 1.166  C10 1.091
25 H 2.347 -5.826 2.126  C22 1.091
26 H 2.987 -1.288 -0.750  C13 1.093
27 H 5.208 -4.378 0.555  C18 1.100
28 H -0.936 4.776 0.038  C21 1.092
29 H 1.508 -2.255 -0.855  C13 1.095
30 H -2.005 -1.149 -1.105  C23 1.093
31 H 1.234 -4.147 0.593  C12 1.091
32 H 0.333 2.377 1.480  C6 1.091
33 H -3.952 2.008 -0.841  C19 1.089
34 H 3.878 -2.142 2.162  C17 1.103
35 H -0.277 -1.977 0.559  C20 1.100
36 H -3.433 1.810 -3.838  C16 1.093
37 H -2.522 0.368 -0.413  C23 1.088
38 H -2.176 2.297 -2.720  C16 1.090
39 H -1.605 4.505 1.645  C21 1.092
40 H -0.441 1.312 -1.899  C8 1.089
41 H 1.761 -3.433 2.142  C12 1.103
42 H -2.163 -0.140 -3.399  C7 1.093
43 H 4.752 -1.957 0.616  C17 1.091
44 H -4.479 4.019 -3.065  C15 1.093
45 H 0.093 -0.345 -1.729  C8 1.092
46 H -3.836 3.988 0.517  C14 1.092
47 H -2.257 4.278 -1.883  C5 1.090
48 H 0.089 -1.571 2.260  C20 1.091
49 H 5.762 -3.722 2.127  C18 1.091
50 H -5.119 1.779 -2.131  C19 1.093
51 H 3.186 -5.632 0.556  C22 1.100
52 H -3.341 5.646 -1.818  C5 1.092
53 H 2.227 -0.683 1.664  C11 1.098
54 H -1.905 2.476 -0.565  C10 1.083
55 H -3.309 5.660 0.440  C14 1.091
56 H -5.269 4.065 -1.492  C15 1.093
57 H 0.551 2.794 -0.223  C6 1.091
58 H -3.692 -0.337 -2.546  C7 1.093

## Properties
Gap between HOMO and LUMO ... 0.345 Eh
Calculated total energy ... -27903.169 eV
SMILES ... C1CCCCCC2(CCCCC1)OC[C@@H](CN1CCOCC1)O2
LUMO ... 0.855 eV
Largest force on an atom ... 0.01206 Eh/bohr
E_HOMO ... -0.31352 Eh
Multiplicity ... 1
Energy above the lowest of the compared OMol25 structures with the same formula, charge and spin ... 0.1 kJ/mol
Total charge ... 0

Atomic partial charges in e from the natural (NBO) method, atoms 1 to 2: -0.536, -0.537

4.
The ion C19H36BFN3O4 with charge +1 at a distorted geometry, computed with ωB97M-V/def2-TZVPD.

Each atom is followed by the atoms it is bonded to, with distances in Å.
Geometry (Å):
1 F 4.869 0.968 3.622  C15 1.364
2 O 2.021 3.000 1.425  B28 1.349, H62 0.969
3 O -3.799 -0.938 -2.700  C18 1.153
4 O -1.924 -0.469 -3.799  C18 1.385, C23 1.393
5 O -1.647 -2.634 -3.578  C23 1.144
6 N 1.995 3.604 -1.746  C13 1.249, H59 1.026
7 N 1.560 -0.404 0.399  C20 1.506, C24 1.536, C25 1.493, H57 1.022
8 N -0.117 1.323 -2.300  C19 1.454, H30 1.010, H34 1.011
9 C -3.280 1.301 -2.663  C18 1.511, H35 1.093, H48 1.091, H49 1.083
10 C 2.553 1.263 -1.064  C13 1.526, C24 1.546, H39 1.101, H46 1.094
11 C -1.660 -1.060 1.528  C14 1.577, C16 1.547, H43 1.090, H51 1.095
12 C -0.243 -0.841 -1.165  C19 1.623, C20 1.535, C27 1.551, H60 1.089
13 C 2.822 2.700 -1.501  N6 1.249, C10 1.526, H45 1.093
14 C -0.438 -1.978 1.139  C11 1.577, C20 1.528, C26 1.557, H29 1.091
15 C 3.840 0.090 3.448  F1 1.364, C21 1.548, H36 1.091, H58 1.094
16 C -3.057 -1.522 1.053  C11 1.547, C17 1.554, H52 1.086, H55 1.092
17 C -4.063 -0.406 1.449  C16 1.554, H33 1.089, H37 1.093, H54 1.091
18 C -3.038 -0.142 -3.043  O3 1.153, O4 1.385, C9 1.511
19 C 0.005 0.750 -0.969  N8 1.454, C12 1.623, C24 1.588, H63 1.087
20 C 0.485 -1.403 0.064  N7 1.506, C12 1.535, C14 1.528, H40 1.099
21 C 3.593 -0.091 1.930  C15 1.548, C25 1.535, H32 1.089, H64 1.090
22 C -0.292 2.235 1.827  B28 1.584, H41 1.093, H42 1.091, H61 1.095
23 C -1.242 -1.592 -3.338  O4 1.393, O5 1.144, C27 1.531
24 C 1.336 1.015 -0.144  N7 1.536, C10 1.546, C19 1.588, B28 1.639
25 C 2.156 -0.601 1.754  N7 1.493, C21 1.535, H38 1.093, H47 1.089
26 C -0.984 -3.303 0.532  C14 1.557, H31 1.084, H44 1.100, H50 1.088
27 C 0.066 -1.462 -2.553  C12 1.551, C23 1.531, H53 1.090, H56 1.091
28 B 1.072 2.127 1.031  O2 1.349, C22 1.584, C24 1.639
29 H 0.047 -2.286 2.066  C14 1.091
30 H 0.700 1.229 -2.887  N8 1.010
31 H -1.601 -3.851 1.236  C26 1.084
32 H 3.790 0.886 1.494  C21 1.089
33 H -3.754 0.582 1.107  C17 1.089
34 H -0.497 2.260 -2.321  N8 1.011
35 H -3.260 1.955 -3.539  C9 1.093
36 H 4.047 -0.874 3.916  C15 1.091
37 H -4.163 -0.436 2.537  C17 1.093
38 H 2.219 -1.685 1.885  C25 1.093
39 H 2.431 0.670 -1.985  C10 1.101
40 H 1.034 -2.277 -0.315  C20 1.099
41 H -0.484 1.348 2.436  C22 1.093
42 H -0.265 3.096 2.496  C22 1.091
43 H -1.543 -0.033 1.183  C11 1.090
44 H -0.099 -3.933 0.358  C26 1.100
45 H 3.871 2.959 -1.666  C13 1.093
46 H 3.490 0.892 -0.639  C10 1.094
47 H 1.500 -0.284 2.563  C25 1.089
48 H -2.530 1.677 -1.965  C9 1.091
49 H -4.253 1.399 -2.199  C9 1.083
50 H -1.439 -3.163 -0.447  C26 1.088
51 H -1.711 -1.048 2.622  C11 1.095
52 H -3.407 -2.430 1.536  C16 1.086
53 H 0.388 -2.493 -2.407  C27 1.090
54 H -5.040 -0.692 1.058  C17 1.091
55 H -3.075 -1.577 -0.038  C16 1.092
56 H 0.842 -0.944 -3.119  C27 1.091
57 H 2.309 -0.748 -0.205  N7 1.022
58 H 2.951 0.537 3.901  C15 1.094
59 H 1.054 3.233 -1.575  N6 1.026
60 H -1.324 -0.925 -1.059  C12 1.089
61 H -1.115 2.442 1.135  C22 1.095
62 H 2.910 2.773 1.113  O2 0.969
63 H -0.927 1.040 -0.489  C19 1.087
64 H 4.314 -0.828 1.576  C21 1.090

## Properties
Gap between HOMO and LUMO ... 0.365 Eh
Calculated total energy ... -36334.255 eV
SMILES ... [H]/N=C\C[C@@]1(B(C)O)[C@@H](N)[C@@H](CC(=O)OC(C)=O)[C@H]([C@H](C)CCC)[N@@H+]1CCCF
LUMO ... -2.960 eV
Largest force on an atom ... 0.09514 Eh/bohr
E_HOMO ... -0.47330 Eh
Multiplicity ... 1
Total charge ... +1

Atomic partial charges in e from the natural (NBO) method, atoms 1 to 2: -0.340, -0.835